[1]
{"formula": "ClH38O21P3", "method": "the ωB97M-V functional and the def2-TZVPD basis", "elements": ["O", "P", "P", "Cl", "P", "O", "O", "O", "H", "H", "H", "H", "O", "H", "H", "O", "H", "H", "O", "H", "H", "O", "H", "H", "O", "H", "H", "O", "H", "H", "O", "H", "H", "O", "H", "H", "O", "H", "H", "O", "H", "H", "O", "H", "H", "O", "H", "H", "O", "H", "H", "O", "H", "H", "O", "H", "H", "O", "H", "H", "O", "H", "H"], "positions_angstrom": [[3.93537, -1.67520, 1.50197], [3.39512, -0.34579, 1.10009], [1.65880, -0.68317, -0.21852], [1.93841, 0.42187, -1.89508], [0.14223, 0.27773, 0.99507], [0.49797, -0.05182, 2.40437], [0.07829, 1.82854, 0.74206], [-1.27622, -0.30462, 0.64189], [2.95036, 0.43299, 2.17123], [4.32301, 0.39595, 0.35475], [0.99365, 2.17574, 0.49779], [-1.31825, -0.67994, -0.25154], [-2.71932, 1.72942, -1.09777], [-3.36453, 1.04138, -0.91300], [-2.22000, 1.79871, -0.27688], [-1.65860, -1.44311, -1.97080], [-2.31034, -2.15459, -1.91150], [-1.53900, -1.28569, -2.91386], [0.90470, -3.12772, 2.23733], [0.77444, -2.31373, 2.74101], [1.85655, -3.16630, 2.09299], [-3.50566, -3.74297, -2.96541], [-4.45293, -3.55947, -3.02166], [-3.34796, -4.41234, -3.63428], [3.72662, -2.04690, 4.31393], [3.16381, -2.78523, 4.55846], [3.73437, -2.03662, 3.34048], [2.53635, 2.61682, 0.15705], [2.82938, 3.35338, 0.71450], [2.47418, 2.99091, -0.73582], [-4.91897, -1.36691, -3.46521], [-5.01018, -0.56548, -2.94294], [-3.97456, -1.56259, -3.45329], [-1.19435, 0.47282, 4.61338], [-0.78297, 0.85375, 5.39122], [-0.46732, 0.17984, 4.04064], [-3.64549, -1.17504, 4.38302], [-3.46954, -1.58166, 5.23249], [-2.94239, -0.51674, 4.28194], [-2.29680, 2.83321, 2.22858], [-1.92920, 3.34765, 2.94964], [-1.53013, 2.45571, 1.78323], [4.98836, 3.92126, 0.91576], [5.14144, 4.44459, 0.12292], [5.65381, 3.23542, 0.85772], [-0.78503, 0.96157, -3.55369], [-1.42794, 1.08501, -2.83829], [-1.28831, 0.53491, -4.25375], [-1.76102, -2.14752, -4.74709], [-2.14465, -2.64601, -5.47265], [-1.12426, -2.75089, -4.34947], [6.01385, 3.10519, -1.68687], [5.36467, 2.40172, -1.58007], [6.86284, 2.68503, -1.51954], [-5.56749, -0.65147, 2.22501], [-6.27512, -1.29478, 2.29283], [-5.05683, -0.76725, 3.04214], [0.55243, 3.64156, -1.75015], [-0.20220, 3.76601, -1.16609], [0.22431, 3.04713, -2.43666], [2.80830, -2.70461, -2.53512], [2.39381, -3.31948, -3.14500], [3.59014, -3.17020, -2.22347]], "orbital_gap_ha": 0.3355, "multiplicity": 1, "homo_ev": -9.5}

[2]
{"formula": "ClH3NO2P", "method": "the ωB97M-V functional and the def2-TZVPD basis", "elements": ["N", "O", "O", "P", "Cl", "H", "H", "H"], "positions_angstrom": [[0.44846, -1.61601, -0.43490], [-0.38177, -1.26042, 2.10591], [-0.14340, 0.74569, 0.54859], [-0.04062, -0.65659, 0.83965], [-0.18981, 3.84880, -0.71266], [0.04348, -2.55063, -0.56122], [0.86666, -1.13851, -1.16896], [-0.60300, 2.62767, -0.61640]], "orbital_gap_ha": 0.4042, "multiplicity": 1, "homo_ev": -11.3, "de_lowest_ev": 0.2007}

[3]
{"formula": "ClH3NO2P", "method": "the ωB97M-V functional and the def2-TZVPD basis", "elements": ["N", "O", "O", "P", "Cl", "H", "H", "H"], "positions_angstrom": [[0.02073, 1.23638, -0.99523], [0.18764, -1.59122, -0.13810], [-0.38960, 0.37149, 1.48117], [-0.63533, 0.24364, -0.06052], [-2.55670, -0.09388, -0.05847], [-0.33083, 1.34341, -1.92835], [0.76099, -1.30035, -0.77612], [0.49539, 0.10212, 1.66973]], "orbital_gap_ha": [0.2234, 0.2557], "multiplicity": 3, "homo_ev": [-5.3, -10.9], "de_lowest_ev": 1.0953}

[4]
{"formula": "ClH3NPS", "method": "the ωB97M-V functional and the def2-TZVPD basis", "elements": ["N", "P", "S", "Cl", "H", "H", "H"], "positions_angstrom": [[-0.16425, 0.53780, 0.76218], [1.06569, -0.27632, 1.26107], [-1.76088, -0.81392, -0.74528], [-2.87387, -1.39721, -2.36787], [-0.89607, 0.70934, 1.44121], [1.76130, -0.25772, 0.01622], [-1.09270, 0.13436, -1.41576]], "orbital_gap_ha": 0.2983, "multiplicity": 1, "homo_ev": -9.1, "de_lowest_ev": 2.4898}

[5]
{"formula": "ClH3P2", "method": "the ωB97M-V functional and the def2-TZVPD basis", "elements": ["P", "P", "Cl", "H", "H", "H"], "positions_angstrom": [[0.63405, 0.47749, -0.19921], [-1.36275, 1.07341, 0.04835], [3.29170, 0.35151, 0.10452], [1.06476, -0.58453, 0.46323], [1.09985, -0.12541, -1.42055], [-1.33134, 1.06555, 1.53530]], "orbital_gap_ha": [0.2455, 0.2366], "multiplicity": 1, "homo_ev": [-9.3, -9.2], "de_lowest_ev": 2.1720}

[6]
{"formula": "ClH5N3P", "method": "the ωB97M-V functional and the def2-TZVPD basis", "elements": ["N", "N", "N", "P", "Cl", "H", "H", "H", "H", "H"], "positions_angstrom": [[-0.76283, 1.41202, -1.02877], [-0.44567, 0.77310, 1.42520], [1.86136, -1.64641, -0.18795], [-0.67136, 0.14264, -0.14114], [-2.27811, -1.12046, -0.20186], [-0.82557, 1.41965, -1.98866], [0.15007, 0.19455, 1.99665], [-0.20230, 1.74387, 1.23250], [2.08189, -0.75382, -0.56304], [1.09253, -2.16515, -0.54294]], "orbital_gap_ha": [0.3097, 0.2820], "multiplicity": 1, "homo_ev": [-10.0, -8.6], "de_lowest_ev": 3.4774}